1.
Molecular formula: C5H10MgO5
Method: DFT, ωB97M-V/def2-TZVPD

Properties
* DFT total energy: -772.4694 hartree
* HOMO level (alpha / beta): -9.976 / -12.194 eV
* Kohn-Sham gap (alpha / beta): 2.8 / 5.0 eV
* total charge: +1
* spin multiplicity: 2
* <S²>: 0.760
* LUMO energy (alpha / beta): -7.2 / -7.2 eV

```
21
C5H10MgO5, DFT ωB97M-V/def2-TZVPD
Mg 4.471 -2.394 -1.550
O 2.607 -2.556 -0.817
O 0.660 2.367 1.566
O 3.771 -0.703 -0.719
O -2.333 -1.517 -1.146
O 1.672 -0.772 0.103
C 2.702 -1.340 -0.465
C -2.247 0.762 -0.468
C 0.500 1.072 1.104
C -3.023 -0.509 -0.413
C 1.768 0.637 0.432
H -2.823 -2.343 -1.107
H -4.029 -0.368 -0.850
H 2.629 0.770 1.100
H -2.751 1.623 -0.021
H 1.933 1.208 -0.491
H 0.030 2.553 2.292
H -1.894 1.045 -1.465
H -0.688 0.915 0.371
H -3.169 -0.828 0.634
H 0.213 0.381 1.911
```


2.
Molecular formula: H12O6
Method: DFT, ωB97M-V/def2-TZVPD

Properties
* SMILES: O.O.O.O.O.O
* energy above the lowest of the compared OMol25 structures with the same formula, charge and spin: 39.2 kcal per mole
* DFT total energy: -458.6100 hartree
* HOMO level: -11.315 eV
* Kohn-Sham gap: 11.7 eV
* LUMO energy: 0.4 eV

```
18
H12O6, DFT ωB97M-V/def2-TZVPD
O -0.799 3.076 1.331
O -2.518 -0.400 -4.850
O 0.550 -0.845 -0.933
O 1.415 -2.801 3.079
O -2.013 0.830 4.636
O 3.928 0.109 -3.660
H -1.777 1.203 3.787
H -1.794 -0.787 -4.358
H 3.642 0.442 -4.510
H 0.271 -0.028 -0.520
H 3.118 -0.148 -3.218
H 2.282 -3.204 3.034
H -0.728 3.721 2.035
H -2.876 -1.126 -5.361
H -2.919 1.105 4.776
H 1.129 -2.948 3.981
H -1.665 3.227 0.953
H 0.754 -1.427 -0.202
```


3.
Molecular formula: ClH2NS2
Method: DFT, ωB97M-V/def2-TZVPD

Properties
* energy above the lowest of the compared OMol25 structures with the same formula, charge and spin: 25.1 kcal per mole
* DFT total energy: -1312.3981 hartree
* HOMO level (alpha / beta): -9.472 / -9.222 eV
* Kohn-Sham gap (alpha / beta): 7.5 / 7.2 eV
* LUMO energy (alpha / beta): -2.0 / -2.1 eV

```
6
ClH2NS2, DFT ωB97M-V/def2-TZVPD
Cl -2.729 0.184 -0.165
S -0.342 -1.843 0.128
S 0.277 0.882 0.176
N -0.611 -0.367 0.608
H -0.119 -1.743 -1.201
H -0.358 1.604 1.227
```


4.
Molecular formula: C4H11NO2
Method: DFT, ωB97M-V/def2-TZVPD

Properties
* SMILES: CCCNC=O.O
* energy above the lowest of the compared OMol25 structures with the same formula, charge and spin: 50.5 kcal per mole
* DFT total energy: -364.1876 hartree
* HOMO level: -9.570 eV
* Kohn-Sham gap: 10.2 eV
* LUMO energy: 0.6 eV

```
18
C4H11NO2, DFT ωB97M-V/def2-TZVPD
O 3.215 2.091 -0.920
O -2.917 -4.249 -0.565
N 1.205 1.758 0.284
C -1.661 -0.791 0.611
C -0.197 1.283 0.565
C -0.202 -0.219 0.940
C 2.055 1.621 -0.859
H -0.866 1.565 -0.267
H 0.093 -0.471 1.968
H 0.329 -0.826 0.202
H 1.562 2.588 0.787
H -3.631 -4.723 -0.007
H -1.718 -1.934 0.741
H -1.993 -0.529 -0.481
H -3.272 -4.564 -1.502
H -0.454 2.086 1.235
H -2.505 -0.384 1.113
H 1.670 0.783 -1.438
```


5.
Molecular formula: C6H10O
Method: DFT, ωB97M-V/def2-TZVPD

Properties
* energy above the lowest of the compared OMol25 structures with the same formula, charge and spin: 79.3 kcal per mole
* DFT total energy: -309.7160 hartree
* HOMO level (alpha / beta): -7.928 / -7.782 eV
* Kohn-Sham gap (alpha / beta): 8.5 / 8.3 eV
* LUMO energy (alpha / beta): 0.5 / 0.5 eV

```
17
C6H10O, DFT ωB97M-V/def2-TZVPD
O 0.584 -0.997 1.249
C 1.706 0.810 0.045
C 1.121 -0.592 -0.004
C -1.453 0.235 0.602
C -0.748 -1.050 0.994
C -1.179 0.261 -0.890
C -0.027 -0.699 -0.968
H -1.072 1.260 -1.344
H -1.232 -1.611 1.811
H 2.491 0.909 -0.706
H 1.893 -1.336 -0.242
H 2.113 1.004 1.036
H 0.364 -0.816 -1.994
H -0.979 1.073 1.129
H -2.004 -0.239 -1.408
H 0.936 1.560 -0.170
H -2.514 0.229 0.860
```


6.
Molecular formula: C6H13O2
Method: DFT, ωB97M-V/def2-TZVPD

Properties
* energy above the lowest of the compared OMol25 structures with the same formula, charge and spin: 77.4 kcal per mole
* DFT total energy: -386.8361 hartree
* HOMO level: -3.240 eV
* Kohn-Sham gap: 7.0 eV
* total charge: -1
* LUMO energy: 3.8 eV

```
21
C6H13O2, DFT ωB97M-V/def2-TZVPD
O 0.357 -1.725 1.293
O -1.836 -1.688 2.510
C 1.037 -0.785 -0.795
C -0.111 1.879 -0.068
C -0.103 -1.495 0.012
C 0.755 0.386 -1.833
C -0.473 1.192 -1.397
C 0.751 2.876 -0.041
H -0.435 1.392 0.849
H 1.702 -0.341 -0.047
H -1.026 -0.859 0.091
H 0.646 -0.039 -2.843
H 1.638 -1.520 -1.351
H -0.886 -1.430 2.102
H -0.554 -2.337 -0.524
H -2.132 -2.406 1.912
H -1.427 0.710 -1.170
H 1.500 3.091 0.728
H -0.713 2.006 -2.094
H 1.657 0.978 -1.867
H 1.124 3.446 -0.902
```